A structure of composition C48H40AsF5FeN5O3PTe, computed with ωB97M-V with the def2-TZVPD basis set.

Values from the calculation:
Energy relative to the best compared isomer or geometry (same formula, charge and spin) (eV): 1.7446
Total energy (Ha): -6961.0198
<S²>: 6.009
HOMO-LUMO gap (alpha / beta) (eV): 8.36 / 7.57

Structure (ORCA input):
```
! wB97M-V def2-TZVPD RIJCOSX def2/J DEFGRID3
* xyz 0 5
Fe 2.212 1.007 1.000
C -0.091 -0.875 1.751
N 0.874 -0.094 2.538
C 1.595 -0.756 3.662
C 2.948 -0.089 3.695
N 3.464 0.534 2.651
C 4.567 1.249 3.090
C 5.514 2.067 2.441
C 6.452 2.747 3.229
C 6.519 2.599 4.631
C 5.615 1.723 5.301
C 4.746 1.055 4.474
N 3.766 0.143 4.797
C 0.777 -1.683 0.867
N 1.813 -1.091 0.362
C 2.407 -2.015 -0.498
C 3.570 -1.895 -1.279
C 3.833 -2.885 -2.192
C 3.029 -4.033 -2.264
C 1.937 -4.199 -1.470
C 1.639 -3.178 -0.553
N 0.702 -2.985 0.427
H -0.746 -1.436 2.398
H -0.700 -0.208 1.131
H 0.308 0.724 2.860
H 1.047 -0.623 4.639
H 1.700 -1.800 3.507
H 5.493 2.253 1.369
H 7.216 3.233 2.577
H 7.227 3.248 5.152
H 5.453 1.540 6.377
H 3.668 -0.148 5.725
H 4.153 -0.965 -1.202
H 4.724 -2.746 -2.788
H 3.308 -4.782 -2.973
H 1.206 -4.973 -1.609
H -0.055 -3.633 0.606
O 3.946 2.881 -2.090
C 3.221 2.640 -1.142
O 3.309 1.540 -0.407
C 2.162 3.743 -0.705
P 0.464 3.065 -0.795
C 0.368 2.359 -2.466
C 1.128 1.334 -3.017
C 0.758 0.860 -4.262
C -0.280 1.385 -5.012
C -1.008 2.434 -4.434
C -0.698 2.894 -3.175
C -0.905 4.241 -0.197
C -1.328 3.985 1.120
C -2.243 4.832 1.780
C -2.601 6.032 1.167
C -2.176 6.302 -0.142
C -1.304 5.400 -0.762
H 2.352 4.539 -1.357
H 2.321 3.973 0.326
H 1.846 0.844 -2.391
H 1.273 -0.049 -4.548
H -0.674 1.075 -5.970
H -1.813 2.942 -4.947
H -1.347 3.604 -2.681
H -0.970 3.069 1.503
H -2.626 4.527 2.744
H -3.326 6.730 1.682
H -2.501 7.153 -0.687
H -1.130 5.600 -1.838
C -3.536 -4.988 -5.338
C -4.202 -5.102 -4.126
C -3.838 -4.321 -2.998
C -2.744 -3.549 -3.112
C -2.045 -3.454 -4.360
C -2.446 -4.137 -5.444
As -1.938 -2.526 -1.616
C -3.475 -1.346 -1.210
C -3.825 -0.169 -1.868
C -4.781 0.624 -1.298
C -5.484 0.259 -0.143
C -5.094 -0.887 0.515
C -4.127 -1.713 -0.028
C -3.704 -3.010 0.507
C -4.237 -3.718 1.551
C -3.803 -4.997 1.848
C -2.773 -5.599 1.150
C -2.168 -4.854 0.147
C -2.617 -3.615 -0.195
H -3.901 -5.580 -6.154
H -5.065 -5.779 -3.945
H -4.406 -4.401 -2.057
H -1.158 -2.793 -4.551
H -1.990 -4.016 -6.391
H -3.338 0.135 -2.777
H -5.182 1.482 -1.788
H -6.228 0.912 0.304
H -5.660 -1.266 1.383
H -5.082 -3.320 2.083
H -4.321 -5.475 2.668
H -2.473 -6.653 1.257
H -1.363 -5.368 -0.429
F 0.514 4.090 5.805
Te 1.189 3.753 3.996
F 2.209 2.487 4.846
F 2.819 4.807 4.186
F 1.778 3.050 2.105
F -0.110 2.309 3.694
O 0.498 1.763 0.058
*
```



A structure of composition C25H50BrCl3GeN5OSi2Sn, computed with ωB97M-V with the def2-TZVPD basis set.

Values from the calculation:
Energy relative to the best compared isomer or geometry (same formula, charge and spin) (eV): 0.0000
Total energy (Ha): -8156.1289
<S²>: 0.765
HOMO-LUMO gap (alpha / beta) (eV): 7.76 / 5.81

Structure (ORCA input):
```
! wB97M-V def2-TZVPD RIJCOSX def2/J DEFGRID3
* xyz 2 2
Sn -0.054 1.573 -0.726
C 5.380 1.374 -2.790
N 4.306 0.868 -1.956
C 4.636 -0.202 -1.030
C 3.045 1.321 -2.023
N 2.053 0.753 -1.399
N 2.842 2.441 -2.802
C 1.669 3.000 -3.239
N 1.814 3.890 -4.236
N 0.522 2.712 -2.721
H 6.205 0.666 -2.769
H 5.757 2.331 -2.422
H 5.070 1.467 -3.830
H 5.712 -0.214 -0.882
H 4.332 -1.175 -1.426
H 4.176 -0.034 -0.056
H 2.340 -0.122 -0.972
H 3.678 2.836 -3.207
H 2.700 4.104 -4.661
H 1.013 4.371 -4.607
H -0.246 3.182 -3.195
C -2.670 -5.540 2.605
C -3.724 -4.609 1.989
C -4.599 -4.048 3.110
C -4.625 -5.413 1.036
C -3.063 -3.518 1.170
C -3.251 -2.161 1.408
C -2.746 -1.244 0.512
Br -3.032 0.622 0.853
C -2.003 -1.597 -0.609
O -1.619 -0.601 -1.498
C -1.645 -2.949 -0.755
C -2.228 -3.864 0.112
C -0.530 -3.376 -1.701
C -0.734 -2.863 -3.134
C -0.363 -4.897 -1.759
C 0.754 -2.774 -1.104
H -3.170 -6.276 3.228
H -1.974 -4.982 3.227
H -2.105 -6.075 1.846
H -5.098 -4.871 3.618
H -5.370 -3.391 2.712
H -4.010 -3.513 3.850
H -5.147 -6.190 1.589
H -4.051 -5.887 0.245
H -5.365 -4.758 0.580
H -3.784 -1.803 2.272
H -2.018 -4.909 -0.033
H -1.792 -2.860 -3.395
H -0.220 -3.510 -3.840
H -0.335 -1.858 -3.251
H -1.264 -5.375 -2.135
H -0.103 -5.313 -0.788
H 0.452 -5.139 -2.438
H 0.672 -1.684 -1.059
H 1.607 -3.051 -1.716
H 0.905 -3.155 -0.095
Cl -1.823 -0.005 -4.657
Ge -2.822 0.048 -2.815
Cl -2.883 2.132 -2.335
Cl -4.625 -0.988 -2.634
C 2.096 5.682 0.130
Si 0.640 4.833 1.024
C 0.208 5.730 2.643
C -0.894 4.860 -0.132
C 1.151 3.011 1.221
Si 1.069 1.980 2.824
C 0.745 0.143 2.320
C -0.292 2.521 4.029
C 2.830 2.072 3.576
H 1.876 6.724 -0.080
H 2.326 5.196 -0.814
H 2.995 5.662 0.738
H 0.108 6.797 2.459
H 0.982 5.606 3.393
H -0.730 5.386 3.063
H -1.404 5.816 -0.075
H -1.610 4.083 0.149
H -0.597 4.701 -1.168
H 2.107 2.840 0.724
H -0.309 -0.094 2.444
H 1.307 -0.551 2.936
H 1.016 -0.044 1.271
H -1.249 2.635 3.525
H -0.054 3.461 4.511
H -0.424 1.784 4.817
H 3.560 1.542 2.973
H 2.838 1.630 4.567
H 3.165 3.098 3.671
*
```



The molecule C5H8O2, computed with ωB97M-V with the def2-TZVPD basis set.

Values from the calculation:
Energy relative to the best compared isomer or geometry (same formula, charge and spin) (eV): 2.7765
Structure (SMILES): O[C@@H]1C[C@@]2(O)C[C@@H]12
Total energy (Ha): -345.7029
HOMO-LUMO gap (eV): 9.82

Structure (ORCA input):
```
! wB97M-V def2-TZVPD RIJCOSX def2/J DEFGRID3
* xyz 0 1
O -0.140 -1.253 -1.650
C -0.269 -0.614 -0.434
C 0.928 -0.729 0.487
C 0.836 0.793 0.708
O 1.688 1.527 -0.162
C -1.523 -0.322 0.318
C -0.554 0.857 0.088
H -0.947 -1.155 -2.170
H 0.723 -1.279 1.410
H 1.813 -1.131 -0.012
H 1.118 1.142 1.709
H -1.745 -0.577 1.354
H -2.422 -0.478 -0.311
H 1.355 1.378 -1.056
H -0.860 1.840 -0.280
*
```



A structure of composition C21H22Cl2N2O7W, computed with ωB97M-V with the def2-TZVPD basis set.

Values from the calculation:
Energy relative to the best compared isomer or geometry (same formula, charge and spin) (eV): 0.0000
Total energy (Ha): -2436.5960
HOMO-LUMO gap (eV): 5.81

Structure (ORCA input):
```
! wB97M-V def2-TZVPD RIJCOSX def2/J DEFGRID3
* xyz 2 1
W 0.499 -0.164 -0.794
O 2.806 -3.115 -1.845
C 2.386 -2.518 -0.945
O 1.046 -1.843 -1.113
C 2.849 -2.263 0.456
C 1.637 -2.232 1.409
C 2.072 -2.353 2.855
C 2.761 -0.991 3.097
C 2.554 -0.278 1.771
O 1.256 -0.808 1.301
C 3.457 -0.812 0.658
C 3.338 0.087 -0.565
O 4.137 0.195 -1.426
O 2.129 0.805 -0.574
H 3.574 -3.037 0.703
H 0.795 -2.850 1.111
H 2.729 -3.208 3.000
H 1.204 -2.480 3.498
H 3.822 -1.078 3.324
H 2.288 -0.442 3.907
H 2.495 0.802 1.829
H 4.511 -0.869 0.920
C 1.809 0.889 -4.662
C 0.814 0.983 -3.570
O 0.890 0.037 -2.656
C -0.184 1.907 -3.480
C -1.203 1.797 -2.528
C -2.422 2.640 -2.661
N -1.138 0.925 -1.501
N -2.309 0.823 -0.782
C -2.227 -0.114 0.090
O -1.059 -0.802 0.125
C -3.278 -0.471 1.026
C -4.451 0.286 1.058
C -5.460 -0.060 1.937
C -5.303 -1.153 2.781
C -4.136 -1.908 2.750
C -3.121 -1.569 1.875
H 2.815 0.857 -4.242
H 1.716 1.725 -5.349
H 1.655 -0.046 -5.208
H -0.273 2.663 -4.244
H -2.299 3.360 -3.464
H -2.634 3.147 -1.719
H -3.286 2.006 -2.869
H -4.564 1.132 0.395
H -6.372 0.520 1.966
H -6.097 -1.421 3.465
H -4.026 -2.760 3.406
H -2.213 -2.155 1.838
Cl -0.055 1.836 1.156
C 0.917 3.319 0.806
Cl 0.525 4.022 -0.741
H 1.960 3.028 0.817
H 0.666 4.007 1.606
*
```



A cluster of 12 separate species, C17H56N22O16S in total, computed with ωB97M-V with the def2-TZVPD basis set.

Values from the calculation:
Total energy (Ha): -3488.2553
HOMO-LUMO gap (eV): 9.17

Structure (ORCA input):
```
! wB97M-V def2-TZVPD RIJCOSX def2/J DEFGRID3
* xyz 0 1
C -0.463 -2.870 5.402
O 0.399 -1.726 5.068
C 0.019 -1.084 3.801
C 0.286 -1.980 2.455
C 1.861 -2.298 2.130
O 2.677 -2.674 3.295
S 4.267 -2.067 3.202
O 5.170 -3.166 3.884
O 4.506 -0.682 4.175
C 3.658 0.445 3.757
C 2.889 1.008 5.129
O 3.187 2.207 5.660
H -1.250 -2.671 6.246
H 0.268 -3.724 5.806
H -1.036 -3.344 4.498
H -1.133 -0.770 3.822
H 0.610 -0.055 3.695
H -0.333 -2.978 2.432
H -0.116 -1.329 1.539
H 2.413 -1.431 1.525
H 1.867 -3.246 1.404
H 4.274 1.344 3.321
H 2.838 0.177 2.966
H 2.072 0.300 5.617
C -3.327 -0.373 1.136
O -2.356 -1.113 1.118
N -4.590 -0.827 1.055
N -3.219 0.964 1.238
H -5.402 -0.233 1.068
H -4.716 -1.828 0.977
H -2.285 1.348 1.301
H -4.006 1.591 1.254
C 1.523 2.679 1.372
O 0.500 2.119 1.735
N 2.061 3.715 2.040
N 2.203 2.310 0.271
H 2.902 4.189 1.757
H 1.580 4.024 2.875
H 1.831 1.534 -0.261
H 3.046 2.759 -0.043
C -6.028 1.064 -1.650
O -6.302 0.154 -0.884
N -4.825 1.666 -1.663
N -6.904 1.546 -2.549
H -4.580 2.417 -2.286
H -4.136 1.333 -1.001
H -7.821 1.121 -2.573
H -6.696 2.295 -3.188
C -5.885 -1.259 -5.320
O -6.856 -0.687 -5.789
N -5.494 -1.101 -4.043
N -5.119 -2.100 -6.039
H -4.697 -1.564 -3.639
H -6.043 -0.476 -3.467
H -5.379 -2.248 -7.005
H -4.316 -2.581 -5.670
C 6.521 2.605 5.001
O 5.831 2.914 4.042
N 6.629 1.338 5.441
N 7.234 3.504 5.704
H 7.192 1.065 6.229
H 6.108 0.631 4.940
H 7.180 4.469 5.406
H 7.807 3.268 6.496
C -9.490 3.775 -1.492
O -9.867 2.969 -2.328
N -8.642 3.450 -0.500
N -9.889 5.060 -1.488
H -8.320 4.100 0.198
H -8.317 2.493 -0.466
H -10.528 5.346 -2.218
H -9.589 5.738 -0.808
C -6.353 -4.921 -3.506
O -5.781 -4.329 -2.605
N -6.209 -4.587 -4.801
N -7.177 -5.961 -3.286
H -6.672 -5.062 -5.558
H -5.597 -3.809 -5.011
H -7.313 -6.245 -2.324
H -7.657 -6.461 -4.015
C 2.605 -1.236 -2.058
O 2.619 -1.592 -0.890
N 1.827 -0.234 -2.504
N 3.366 -1.816 -3.004
H 1.802 0.073 -3.461
H 1.238 0.230 -1.824
H 3.966 -2.575 -2.710
H 3.368 -1.537 -3.970
C 3.601 5.467 -1.795
O 3.327 4.557 -1.029
N 4.804 6.069 -1.808
N 2.725 5.949 -2.694
H 5.049 6.820 -2.431
H 5.493 5.736 -1.146
H 1.808 5.524 -2.718
H 2.933 6.698 -3.333
C 5.922 1.383 -3.954
O 4.806 1.713 -4.322
N 7.045 1.846 -4.532
N 6.129 0.526 -2.937
H 7.973 1.585 -4.242
H 6.934 2.493 -5.301
H 5.310 0.154 -2.474
H 7.040 0.242 -2.620
C 4.582 -5.760 1.159
O 4.300 -4.825 0.427
N 5.027 -5.590 2.417
N 4.474 -7.044 0.773
H 5.265 -6.348 3.035
H 5.124 -4.639 2.747
H 4.142 -7.216 -0.167
H 4.701 -7.828 1.362
*
```



no.,largest force on an atom (hartree/bohr)
1,0.067
2,0.038
3,0.021
4,0.015
5,0.163